Entry 1:
Density functional theory data (the ωB97M-V functional and the def2-TZVPD basis) for a 2-piece molecular cluster, C12H12 overall at a distorted geometry.

Its structure (SMILES) is c1ccccc1.c1ccccc1. The value obtained for the electronic energy is -12635.1875 eV. The value obtained for the LUMO energy is 0.872 eV. Its total charge is 0. The energy relative to the best compared isomer or geometry (same formula, charge and spin) is 86.3 kcal per mole. The calculation puts the HOMO energy at -9.25 eV. As for the gap between HOMO and LUMO: 10.1195 eV.

Positions of all 24 atoms, in Å:
C: 2.248 -0.060 3.393
C: 2.081 -1.355 3.191
C: 0.042 -0.902 2.214
C: -0.061 0.025 -1.902
C: -0.237 -0.391 -3.207
C: 0.760 -1.853 2.832
C: 0.262 0.529 2.252
C: -1.202 0.055 -4.007
C: -1.093 0.856 -1.452
C: 1.388 0.869 2.952
C: -2.040 1.343 -2.333
C: -2.036 1.158 -3.701
H: 2.946 -2.165 3.120
H: -3.094 1.461 -4.122
H: -1.155 1.206 -0.395
H: -0.938 -1.238 2.032
H: 0.833 -0.313 -1.218
H: -2.864 2.009 -1.958
H: 3.259 0.170 3.722
H: 0.703 -2.893 2.462
H: -1.483 -0.252 -5.021
H: 1.711 1.847 3.068
H: 0.414 -1.287 -3.698
H: -0.448 1.181 1.777

Cartesian forces (eV/Å) of the 6 atoms listed first:
C 3.6820 -0.4704 0.9221
C -0.6405 -5.9658 -0.6876
C -2.6693 2.4413 0.8903
C 0.6366 0.1147 1.6351
C 3.6515 -4.1671 -1.0540
C 4.7655 -0.0448 -1.4629

Atomic partial charges in e from the Mulliken method, atoms 1 to 8: C -0.387; C -0.081; C -0.218; C -0.088; C -0.194; C -0.586; C -0.348; C -0.301

***

Entry 2:
Density functional theory data (the ωB97M-V functional and the def2-TZVPD basis) for one molecule with the formula C4H5NO.

Its structure (SMILES) is N1[C@@H]2[C@H]1[C@@H]1O[C@H]21. The value obtained for the electronic energy is -7762.5045 eV. The value obtained for the LUMO energy is 1.145 eV. Its total charge is 0. The energy relative to the best compared isomer or geometry (same formula, charge and spin) is 92.7 kcal per mole. The calculation puts the HOMO energy at -9.23 eV. As for the gap between HOMO and LUMO: 10.3743 eV.

Positions of all 11 atoms, in Å:
O: 1.097 0.096 1.169
N: -0.987 1.220 0.191
C: -0.203 0.588 -0.847
C: 0.289 -0.910 0.578
C: 1.115 -0.058 -0.256
C: -1.013 -0.224 0.077
H: -0.405 1.478 0.987
H: 2.092 -0.207 -0.709
H: -0.464 0.631 -1.885
H: -1.959 -0.700 -0.136
H: 0.417 -1.949 0.845

Cartesian forces (eV/Å) of the 6 atoms listed first:
O 0.1421 0.0877 0.0250
N 0.0092 -0.0426 0.0456
C 0.1880 -0.0005 0.2129
C 0.0188 -0.3191 0.2905
C -0.0236 -0.0727 -0.3503
C -0.4315 -0.4696 -0.0087

Atomic partial charges in e from the Mulliken method, atoms 1 to 8: O -0.481; N -0.598; C -0.244; C -0.040; C -0.236; C -0.411; H 0.313; H 0.444

***

Entry 3:
Density functional theory data (the ωB97M-V functional and the def2-TZVPD basis) for C21H25F3N5O3PPtTe as an isolated structure at a distorted geometry.

The value obtained for the electronic energy is -63760.6938 eV. The value obtained for the LUMO energy is -0.124 eV. Its total charge is 0. The calculation puts the HOMO energy at -6.78 eV. As for the gap between HOMO and LUMO: 6.6535 eV.

Positions of all 60 atoms, in Å:
Pt: -0.250 -0.380 -0.307
Te: 3.466 -2.802 2.480
P: 1.382 -1.839 2.063
F: -2.004 -1.732 -1.957
F: -2.749 -1.585 0.083
F: -1.225 -3.012 -0.416
O: 1.344 -0.258 2.498
O: 0.795 -1.864 0.649
O: 0.355 -2.478 3.116
N: -2.403 3.153 -0.042
N: -1.678 1.186 -0.767
N: 2.140 -0.074 -0.889
N: 0.741 1.709 0.675
N: 4.095 0.268 0.103
C: 3.898 -3.007 -2.338
C: -1.598 -1.746 -0.648
C: 2.804 0.659 -0.050
C: 4.272 -0.854 -0.694
C: 2.204 1.825 0.658
C: 1.216 1.431 4.201
C: -1.344 2.356 -0.259
C: -4.006 0.345 -1.466
C: -5.335 0.710 -1.468
C: -1.069 -2.523 2.878
C: 0.055 2.787 0.005
C: 3.036 -1.062 -1.298
C: -3.536 2.476 -0.453
C: -4.875 2.852 -0.447
C: 5.356 -1.699 -0.899
C: -1.509 -3.961 2.739
C: 2.830 -2.161 -2.127
C: -3.084 1.242 -0.920
C: 5.148 -2.772 -1.740
C: 1.781 0.076 3.827
C: -5.771 1.940 -0.953
H: 0.070 3.743 0.542
H: -2.598 -4.027 2.790
H: 1.643 2.233 3.593
H: -1.179 -4.367 1.784
H: 0.130 1.441 4.084
H: 0.412 1.556 1.620
H: -6.828 2.174 -0.955
H: 6.307 -1.534 -0.409
H: 1.430 -0.681 4.530
H: -6.067 0.028 -1.882
H: 3.771 -3.881 -2.963
H: 4.775 0.672 0.722
H: -2.369 4.082 0.339
H: -1.080 -4.561 3.542
H: 1.447 1.646 5.245
H: 2.498 2.738 0.132
H: 2.872 0.070 3.857
H: -1.312 -1.956 1.986
H: -5.195 3.814 -0.066
H: -1.547 -2.040 3.732
H: 0.542 2.937 -0.961
H: -3.691 -0.598 -1.871
H: 5.960 -3.465 -1.922
H: 2.609 1.885 1.668
H: 1.852 -2.352 -2.551

Cartesian forces (eV/Å) of the 6 atoms listed first:
Pt -1.1936 0.4383 0.4156
Te -0.0248 0.0791 -0.1172
P -0.1079 -0.0789 0.1456
F 0.0049 -0.1121 -0.0949
F -0.0793 -0.1139 0.0068
F -0.0071 -0.1746 -0.0633

Atomic partial charges in e from the Mulliken method, atoms 1 to 8: Pt 1.218; Te -0.339; P -0.593; F -0.265; F -0.216; F -0.208; O 0.075; O -0.335

***

Entry 4:
Density functional theory data (the ωB97M-V functional and the def2-TZVPD basis) for a 12-piece molecular cluster, C42H98F9N4O28P5 overall at a distorted geometry.

The value obtained for the electronic energy is -179345.9277 eV. The value obtained for the LUMO energy is 0.053 eV. Its total charge is 0. The calculation puts the HOMO energy at -9.10 eV. As for the gap between HOMO and LUMO: 9.1522 eV.

Positions of all 186 atoms, in Å:
P: 0.700 -1.218 6.782
P: -3.866 0.339 3.253
P: -2.181 -4.859 2.214
P: -5.276 6.171 0.408
P: -5.614 1.729 -4.537
F: 0.215 3.327 3.373
F: 5.141 0.221 5.125
F: -0.064 -2.619 6.564
F: 0.864 -1.646 8.368
F: 1.424 0.200 7.186
F: 5.246 -2.215 -3.040
F: -0.729 -0.476 7.087
F: 2.145 -1.907 6.512
F: 0.640 -0.787 5.234
O: 2.386 1.615 -5.174
O: -2.917 -5.981 1.263
O: 8.515 -3.383 1.093
O: 3.263 2.254 2.279
O: -5.838 1.204 -3.026
O: -2.671 0.511 2.502
O: -0.093 -2.380 -5.865
O: -7.093 1.752 -5.233
O: -5.291 3.310 -4.361
O: 1.771 4.799 3.816
O: -3.370 -4.516 3.298
O: -4.971 -0.493 2.478
O: -4.618 4.684 0.299
O: 5.004 1.942 3.717
O: -6.310 6.444 -0.607
O: 3.006 1.790 4.391
O: -1.564 -3.693 1.529
O: -3.700 -0.484 4.669
O: 4.060 -4.039 -2.222
O: -1.208 -5.794 3.154
O: -4.549 1.721 3.789
O: 2.374 -2.637 -2.630
O: 2.307 -4.019 -0.810
O: -5.762 6.247 1.972
O: 0.550 6.217 2.602
O: -3.993 7.130 0.291
O: 2.818 6.325 2.414
O: -4.588 0.927 -5.322
N: 1.138 -0.880 1.207
N: 2.349 -3.721 -7.070
N: 9.353 -0.553 1.384
N: 2.800 2.390 -1.585
C: 2.555 -0.804 0.617
C: -2.832 -1.625 4.688
C: 4.098 0.968 -3.025
C: 7.621 -2.292 1.005
C: -7.130 2.096 -6.638
C: 1.572 -2.701 -7.613
C: -0.358 5.602 3.565
C: -3.308 4.482 0.770
C: 3.170 -2.694 -3.799
C: 1.130 -2.216 1.943
C: -1.401 -2.063 -5.368
C: 3.749 2.048 3.365
C: 0.055 -2.951 -7.177
C: -1.082 0.492 -1.918
C: 8.159 -1.161 1.871
C: 8.043 -4.592 0.487
C: -2.306 1.099 -1.242
C: 1.993 1.832 -3.877
C: 0.450 4.462 4.061
C: 1.811 5.861 2.960
C: 5.052 1.544 5.084
C: 1.842 -2.889 -9.086
C: 0.862 0.213 2.220
C: -0.422 -5.156 4.135
C: 1.386 0.949 -5.978
C: -4.162 8.545 0.332
C: 0.034 0.275 -0.847
C: 7.012 -0.124 2.010
C: -6.067 -0.200 -2.767
C: 4.444 -3.264 -3.324
C: 2.547 -2.354 2.525
C: -5.880 1.837 4.337
C: -4.085 3.723 -3.787
C: -3.957 -5.565 0.406
C: -4.147 -5.472 3.971
C: 3.711 1.920 5.566
C: -4.657 -1.492 1.464
C: -6.702 5.301 2.491
C: 3.456 -1.469 1.669
C: 3.179 2.203 -3.006
C: 2.881 -3.603 -1.806
C: -0.051 -0.876 0.105
H: -3.149 1.106 -1.933
H: -4.227 4.333 -2.895
H: -0.688 -4.103 4.227
H: -2.593 0.523 -0.363
H: 2.588 -1.962 3.541
H: 1.265 2.630 -3.726
H: -7.794 2.904 -6.944
H: 1.047 1.162 1.716
H: 1.558 0.877 -3.582
H: -0.693 1.170 -2.678
H: 4.043 -0.726 2.208
H: 6.646 -2.573 1.405
H: -6.186 2.459 -7.045
H: -3.563 -5.506 -0.609
H: 0.499 1.583 -5.956
H: 3.487 2.897 -1.046
H: 3.835 3.016 -3.316
H: -4.310 -4.586 0.729
H: -0.250 -3.997 -7.211
H: -3.295 -2.567 4.984
H: 9.272 -0.090 0.490
H: -0.638 -2.431 -7.839
H: -5.498 -1.477 0.771
H: -5.167 -5.456 3.587
H: -3.126 3.471 1.134
H: -0.205 0.097 2.415
H: -2.348 -1.887 3.747
H: 3.671 2.996 5.733
H: -6.421 0.892 4.290
H: 8.330 -1.601 2.853
H: 1.471 0.027 3.105
H: -2.074 -2.846 -5.715
H: 0.104 1.136 -0.183
H: -0.991 -0.807 0.651
H: -5.198 8.848 0.183
H: -3.748 4.372 -4.596
H: 0.068 -1.836 -0.397
H: -2.038 2.120 -0.968
H: -1.792 -1.119 -5.748
H: 1.422 -2.133 -9.749
H: 7.492 -1.975 -0.030
H: 4.080 -2.140 1.078
H: 6.362 -0.549 2.775
H: -3.699 -6.449 3.788
H: -0.611 -5.662 5.082
H: 2.071 -1.797 -7.263
H: -4.472 -2.417 2.009
H: 1.857 -4.211 -6.336
H: 0.617 -5.378 3.889
H: -1.386 -1.975 -4.281
H: -0.673 6.225 4.402
H: 7.269 0.812 2.506
H: -6.132 -0.802 -3.673
H: 7.137 -4.849 1.036
H: 2.894 -2.780 -9.349
H: 3.641 0.089 -2.571
H: 5.891 2.002 5.607
H: 7.863 -4.414 -0.573
H: 2.669 -3.374 -4.488
H: -2.036 -1.436 5.409
H: 9.989 -1.323 1.238
H: -1.378 -0.441 -2.397
H: -7.446 1.176 -7.130
H: -6.943 -0.348 -2.136
H: 8.834 -5.338 0.560
H: -6.352 4.660 3.300
H: -6.532 2.612 3.935
H: 2.532 -1.391 -0.301
H: -7.129 4.746 1.655
H: 3.395 1.370 6.452
H: 2.020 3.030 -1.548
H: 0.377 4.268 5.132
H: -3.727 -1.253 0.947
H: 3.288 -3.541 -6.744
H: 0.283 -2.170 2.628
H: 6.513 0.159 1.083
H: -4.282 -5.191 5.015
H: 4.983 1.215 -2.439
H: 1.594 0.775 -7.033
H: 1.589 -3.915 -9.355
H: 4.856 -3.932 -4.081
H: 4.381 0.565 -3.997
H: 2.764 0.251 0.439
H: -5.855 2.146 5.382
H: -3.926 8.908 1.332
H: -7.528 5.879 2.906
H: 1.128 -0.012 -5.533
H: 0.932 -2.966 1.178
H: -1.273 5.240 3.096
H: -5.203 -0.603 -2.239
H: 1.067 0.205 -1.189
H: -3.497 9.094 -0.334
H: -3.492 2.856 -3.497
H: 2.859 -3.398 2.553
H: -4.881 -6.143 0.369
H: -2.999 5.192 1.537
H: -2.566 4.665 -0.007
H: 3.418 -1.720 -4.221

Cartesian forces (eV/Å) of the 6 atoms listed first:
P 0.5352 0.4132 2.9901
P -2.7134 -0.8595 3.9018
P -0.6239 -1.5914 1.3616
P -0.1827 -0.7852 0.0530
P 0.8308 -0.5564 -1.3162
F -0.5275 -0.6397 -0.3408

Atomic partial charges in e from the Mulliken method, atoms 1 to 8: P 1.397; P 0.032; P 0.468; P 0.745; P 0.934; F -0.128; F -0.232; F -0.377

***

- What is the formula in the second record?
  C4H5NO

***

- Which of these has the lowest LUMO?
  C21H25F3N5O3PPtTe

***

- Among the records above, which one has the lowest HOMO energy?
  C12H12

***

- electronic energy of number 2 (C4H5NO)?
  -7762.5045 eV